{
  "formula": "C25H54N4O5",
  "method": "the ωB97M-V functional and the def2-TZVPD basis",
  "de_lowest_kj_mol": 470.9,
  "gap_ev": 8.1119,
  "e_tot_ev": -42993.92809,
  "total_charge": 0,
  "lumo_ev": 0.369,
  "smiles": "CCCCN[C@@H]1OC(=O)O[C@@]1(CCCN)COC(C)=O.CCN(CC)CC.CCN(CC)CC",
  "species": ["C", "C", "C", "C", "N", "C", "O", "C", "O", "O", "C", "C", "C", "C", "N", "C", "O", "C", "C", "O", "H", "H", "H", "H", "H", "H", "H", "H", "H", "H", "H", "H", "H", "H", "H", "H", "H", "H", "H", "H", "H", "H", "H", "H", "C", "C", "N", "C", "C", "C", "C", "H", "H", "H", "H", "H", "H", "H", "H", "H", "H", "H", "H", "H", "H", "H", "C", "C", "N", "C", "C", "C", "C", "H", "H", "H", "H", "H", "H", "H", "H", "H", "H", "H", "H", "H", "H", "H"],
  "positions_angstrom": [[-2.3448, -1.2881, -0.3755], [-1.9473, 0.0052, -1.3005], [-0.3837, 0.3897, -1.0345], [-0.1635, 1.9846, -1.1012], [0.5118, 2.4829, 0.1356], [1.6835, 3.3352, -0.1535], [2.6503, 2.5518, -0.9534], [3.3209, 1.6901, 0.0071], [3.8615, 0.5811, -0.2331], [3.1867, 2.3561, 1.2931], [2.6770, 3.7168, 1.0346], [2.1296, 4.2144, 2.4558], [0.5638, 4.5545, 2.5417], [0.2383, 5.9300, 3.3616], [0.5588, 5.8360, 4.8218], [3.8546, 4.7343, 0.5975], [5.1855, 4.1566, 0.6000], [5.7454, 4.0785, 1.9127], [5.9573, 5.2995, 2.9253], [6.1004, 2.9251, 2.3096], [-2.8324, -2.0382, -1.0879], [-3.0284, -0.9606, 0.4925], [-1.4336, -1.7918, 0.0984], [-2.6518, 0.8636, -1.0034], [-2.1288, -0.2557, -2.3986], [-0.1399, -0.0646, 0.0039], [0.3280, -0.1495, -1.7716], [0.3437, 2.3436, -2.0775], [-1.2202, 2.4647, -1.1248], [0.7128, 1.7380, 0.8153], [1.3667, 4.2823, -0.7388], [2.7069, 5.1193, 2.8963], [2.3296, 3.3535, 3.2074], [0.0184, 4.6624, 1.5451], [0.0659, 3.7182, 3.1661], [-0.9162, 6.0389, 3.2902], [0.6664, 6.8532, 2.8287], [1.4112, 6.3944, 4.9914], [-0.2084, 6.3624, 5.2922], [3.6423, 5.0456, -0.5007], [3.8889, 5.7073, 1.1954], [5.4203, 6.2375, 2.5546], [5.5744, 4.9754, 3.9678], [7.0923, 5.5092, 3.0163], [4.9813, -2.5171, -1.5887], [4.0555, -3.2664, -0.6366], [4.1521, -4.7222, -0.7223], [3.1034, -5.4095, 0.0306], [3.0952, -5.2491, 1.5504], [5.4901, -5.2880, -0.5713], [6.2326, -4.9999, 0.7340], [4.7846, -2.7932, -2.6286], [4.8173, -1.4411, -1.4891], [6.0353, -2.7034, -1.3703], [3.0315, -2.9672, -0.8847], [4.2474, -2.9091, 0.3833], [3.1297, -6.4786, -0.2086], [2.1349, -5.0632, -0.3492], [3.8629, -5.8610, 2.0248], [2.1346, -5.5846, 1.9527], [3.2318, -4.2116, 1.8641], [6.1101, -4.9340, -1.4016], [5.4438, -6.3730, -0.7199], [6.1178, -3.9672, 1.0655], [7.3013, -5.1828, 0.5920], [5.9046, -5.6641, 1.5345], [-9.7202, -2.4444, -2.9159], [-8.8238, -1.5594, -2.0560], [-7.6598, -2.2427, -1.4979], [-6.9479, -1.4397, -0.5042], [-6.2771, -0.1510, -0.9776], [-6.8034, -2.9401, -2.4539], [-6.1731, -2.1080, -3.5713], [-10.0906, -3.3013, -2.3465], [-10.5845, -1.8691, -3.2590], [-9.2046, -2.8118, -3.8059], [-9.4400, -1.1850, -1.2315], [-8.5309, -0.6839, -2.6503], [-6.1963, -2.0638, -0.0078], [-7.6586, -1.1772, 0.2883], [-5.3467, -0.3528, -1.5095], [-6.0164, 0.4693, -0.1149], [-6.9250, 0.4483, -1.6216], [-7.3850, -3.7454, -2.9148], [-6.0082, -3.4651, -1.9124], [-6.8669, -1.3844, -4.0011], [-5.8473, -2.7705, -4.3779], [-5.2854, -1.5788, -3.2224]],
  "atomic_forces_ev_per_a": [[0.015, 0.426, -0.626], [0.505, -0.762, 0.766], [-0.509, -0.121, -0.288], [-1.287, -0.171, -0.167], [1.284, 1.140, -0.469], [0.014, 0.574, 0.069], [1.057, -1.558, 1.830], [0.674, -1.379, -0.417], [-2.702, 5.597, 1.308], [0.760, -0.810, -2.926], [-0.304, -0.208, 1.680], [-0.687, -0.386, 0.906], [-0.470, 0.711, 1.203], [-1.270, -0.836, -1.096], [-0.306, 1.387, -0.668], [-0.237, 0.793, -1.902], [-0.423, 0.692, 2.217], [1.161, -4.692, 1.900], [-0.152, 0.005, -0.595], [-1.241, 5.085, -1.880], [0.363, 0.848, 1.445], [0.870, -0.687, -1.510], [-1.168, 0.744, -0.815], [1.241, -1.146, -0.548], [0.273, 0.486, 1.516], [-0.215, 1.176, -1.539], [-1.283, 0.857, 1.127], [-0.476, -0.809, 1.740], [1.664, -0.756, -0.002], [0.062, 0.508, -0.631], [0.585, -1.794, 0.645], [-0.736, -1.465, -1.134], [-0.239, 1.421, -1.352], [1.000, -0.394, 1.239], [0.594, 1.333, -1.256], [1.888, -0.140, -0.003], [-0.333, -1.312, 0.733], [-0.593, -0.525, 0.076], [1.016, -0.626, -0.218], [0.563, -0.570, 1.756], [-0.479, -1.521, -0.588], [0.846, -1.208, 0.693], [0.564, 0.495, -1.915], [-1.941, -0.428, -0.309], [0.034, -0.010, -0.036], [0.231, 0.040, -0.021], [-0.230, -0.312, -0.076], [-0.119, 0.094, -0.206], [-0.069, -0.112, 0.272], [0.104, 0.190, -0.231], [0.220, -0.213, 0.133], [0.051, -0.075, 0.090], [-0.028, -0.128, 0.045], [-0.045, -0.012, -0.031], [-0.026, -0.234, 0.116], [-0.025, 0.127, 0.052], [0.179, 0.089, -0.057], [0.132, 0.128, -0.068], [0.007, 0.110, 0.014], [0.029, 0.020, -0.052], [0.020, -0.069, -0.055], [-0.152, 0.109, 0.039], [-0.253, 0.101, 0.050], [-0.029, -0.008, -0.034], [-0.032, 0.034, 0.012], [-0.003, 0.150, 0.037], [0.062, -0.069, 0.003], [0.047, -0.114, -0.152], [0.126, -0.066, 0.297], [-0.209, -0.055, 0.170], [0.233, 0.193, 0.018], [-0.249, -0.165, -0.122], [0.302, -0.087, -0.130], [0.101, 0.040, -0.052], [0.082, -0.016, 0.056], [-0.031, -0.005, 0.052], [0.257, 0.007, 0.091], [-0.063, 0.114, -0.056], [-0.062, -0.090, -0.185], [-0.105, -0.068, -0.152], [-0.065, 0.051, -0.054], [-0.038, -0.047, -0.018], [0.033, -0.071, 0.030], [-0.096, 0.134, 0.076], [-0.124, 0.193, 0.161], [-0.013, -0.009, 0.034], [-0.029, 0.039, 0.012], [-0.101, 0.097, -0.068]],
  "mulliken_charge": [-0.91, -0.29, -0.62, -0.47, -0.14, -0.89, -0.42, 0.47, -0.58, -0.46, 2.18, -1.01, -0.26, -0.67, -0.60, -0.91, -0.34, 0.70, -0.83, -0.52, 0.17, 0.18, 0.41, 0.20, 0.28, 0.30, 0.25, 0.26, 0.30, 0.34, 0.38, 0.15, 0.23, 0.27, 0.22, 0.41, 0.26, 0.24, 0.26, 0.28, 0.30, 0.26, 0.24, 0.33, -1.33, -0.32, 0.12, -0.66, -0.96, -0.70, -0.95, 0.32, 0.36, 0.30, 0.41, 0.20, 0.34, 0.39, 0.23, 0.39, 0.26, 0.37, 0.35, 0.24, 0.37, 0.29, -1.42, -0.29, 0.10, -0.75, -0.64, -0.72, -0.76, 0.33, 0.43, 0.30, 0.42, 0.24, 0.36, 0.38, -0.08, 0.40, 0.32, 0.36, 0.33, 0.24, 0.38, 0.09]
}



{
  "formula": "C26H54N2O4P2Pt",
  "method": "the ωB97M-V functional and the def2-TZVPD basis",
  "de_lowest_kj_mol": 16.3,
  "gap_ev": [5.8937, 2.8344],
  "e_tot_ev": -60800.58702,
  "total_charge": 3,
  "lumo_ev": [-8.177, -14.861],
  "spin_multiplicity": 6,
  "s_squared": 8.80,
  "species": ["C", "N", "C", "C", "C", "C", "Pt", "C", "N", "C", "C", "C", "P", "C", "C", "C", "C", "C", "C", "C", "C", "C", "C", "H", "H", "H", "H", "H", "H", "H", "H", "H", "H", "H", "H", "H", "H", "H", "H", "H", "H", "H", "H", "H", "H", "H", "H", "H", "H", "H", "H", "H", "H", "H", "H", "H", "H", "H", "C", "H", "H", "H", "O", "H", "C", "C", "O", "P", "O", "C", "C", "O", "C", "C", "H", "H", "H", "H", "H", "H", "H", "H", "H", "H", "H", "H", "H", "H", "H"],
  "positions_angstrom": [[2.3960, -0.6055, -1.6914], [1.5997, -1.0702, -0.6661], [1.8532, -2.2877, -0.1320], [3.0113, -3.0163, -0.4244], [3.8790, -2.5235, -1.4151], [3.5622, -1.3479, -2.0622], [-0.0134, 0.0131, 0.0245], [0.8201, -2.7546, 0.8465], [0.0932, -1.5917, 1.4690], [0.9119, -1.0651, 2.6539], [2.0271, -0.1462, 2.2253], [1.9717, 0.5809, -2.2902], [0.4777, 1.3769, -1.7112], [-0.6523, 1.3332, -3.2096], [-0.2299, 2.3120, -4.3150], [1.0327, 3.1200, -1.2893], [-0.2057, 4.0286, -1.1526], [1.7698, 3.0383, 0.0601], [1.9998, 3.7182, -2.3186], [-0.6483, -0.0923, -3.7850], [-2.0801, 1.6775, -2.7600], [-1.1860, -2.1473, 2.0358], [-2.1694, -2.6191, 0.9936], [3.1839, -3.9100, 0.1581], [4.7852, -3.1071, -1.6495], [4.1663, -0.9382, -2.8585], [2.5947, 0.9813, -3.0779], [2.1709, 4.0292, 0.3296], [1.0917, 2.7186, 0.8619], [2.6160, 2.3379, 0.0190], [2.2888, 4.7134, -1.9486], [2.9150, 3.1216, -2.4233], [1.5604, 3.8665, -3.3121], [0.1190, 4.9893, -0.7223], [-0.6931, 4.2605, -2.1153], [-0.9588, 3.5966, -0.4744], [-0.9034, 2.1397, -5.1668], [-0.3529, 3.3723, -4.0435], [0.7951, 2.1342, -4.6713], [0.3316, -0.3572, -4.1985], [-0.9258, -0.8429, -3.0351], [-1.3915, -0.1583, -4.5938], [-2.1622, 2.6883, -2.3384], [-2.7622, 1.6018, -3.6227], [-2.4236, 0.9769, -1.9928], [0.0887, -3.3932, 0.3355], [1.2738, -3.3610, 1.6413], [0.2228, -0.5087, 3.2920], [1.2558, -1.9496, 3.1962], [-1.6445, -1.3913, 2.6600], [-0.8736, -2.9420, 2.7154], [-3.1365, -2.8116, 1.4641], [-2.3487, -1.8737, 0.2100], [-1.8440, -3.5463, 0.5081], [2.4642, 0.3173, 3.1145], [2.8083, -0.6864, 1.6853], [1.6531, 0.6700, 1.5700], [-1.0762, -0.6945, -0.9583], [-6.1316, -2.8271, -1.2291], [-6.4206, -3.8272, -0.8944], [-6.3716, -2.7399, -2.3011], [-6.7382, -2.0880, -0.6862], [-4.7403, -2.6917, -0.9205], [-4.4057, -1.8887, -1.3538], [-1.9577, 4.7012, 3.4673], [-1.2011, 3.7680, 2.5457], [-2.1527, 2.8458, 1.9461], [-1.5059, 1.3685, 1.4298], [-1.7492, 0.5659, 2.8027], [-2.9985, 0.3752, 3.6513], [-2.7657, -0.2239, 5.0274], [-2.6521, 1.0489, 0.3390], [-4.0689, 0.7667, 0.6108], [-4.9051, 1.1031, -0.6041], [-2.7574, 5.2440, 2.9515], [-1.2310, 5.4239, 3.8678], [-2.4166, 4.1773, 4.3219], [-0.7385, 4.2925, 1.6824], [-0.4120, 3.2146, 3.1010], [-3.4907, 1.3502, 3.7271], [-3.6064, -0.2901, 3.0364], [-2.4536, 0.5161, 5.7725], [-3.7291, -0.5957, 5.3899], [-2.0688, -1.0560, 5.0219], [-4.1000, -0.3076, 0.8695], [-4.3620, 1.3703, 1.5003], [-4.5660, 0.5897, -1.5042], [-5.9216, 0.7840, -0.3588], [-4.9430, 2.1818, -0.8103]],
  "atomic_forces_ev_per_a": [[0.354, -0.425, 0.393], [1.918, -1.974, -0.712], [0.234, 0.722, 0.165], [-0.565, 0.701, -0.270], [0.144, -0.808, 0.498], [-0.739, 0.659, -0.007], [-1.879, 0.206, -0.023], [-0.056, 0.349, 0.404], [0.129, -1.073, 1.693], [-0.672, -0.307, -0.365], [0.391, 0.025, 0.068], [0.618, -0.133, -0.138], [0.567, 2.135, -1.462], [-0.345, 0.169, -0.043], [0.009, 0.119, -0.250], [-0.102, 0.254, -0.218], [-0.032, 0.141, 0.039], [-0.051, -0.016, 0.054], [0.109, 0.227, -0.186], [0.046, -0.114, -0.021], [-0.190, -0.003, 0.126], [0.436, 0.041, 0.173], [-0.295, -0.411, -0.272], [0.213, -0.149, -0.267], [-0.502, 0.550, 0.015], [0.135, -0.113, -0.023], [-0.127, 0.128, -0.139], [-0.164, -0.319, -0.147], [0.158, 0.111, -0.078], [-0.127, 0.148, 0.006], [0.027, -0.264, -0.133], [-0.164, 0.197, 0.062], [0.123, -0.102, 0.346], [-0.104, -0.270, -0.098], [0.286, -0.174, 0.419], [0.112, 0.124, -0.161], [0.195, 0.009, 0.136], [0.120, -0.484, -0.004], [-0.274, 0.102, 0.114], [-0.194, -0.001, 0.010], [0.099, 0.101, -0.073], [0.257, 0.115, 0.157], [-0.018, -0.284, -0.209], [0.267, 0.092, 0.204], [0.093, 0.076, -0.168], [0.280, 0.226, -0.041], [-0.051, 0.053, -0.160], [0.000, -0.213, -0.122], [0.168, 0.199, 0.150], [0.270, -0.096, -0.201], [-0.245, -0.344, -0.040], [0.111, -0.183, 0.160], [0.270, 0.032, 0.171], [-0.264, 0.136, 0.028], [0.040, -0.060, -0.156], [0.067, 0.219, 0.103], [0.286, -0.271, 0.448], [-0.940, -0.909, -0.813], [0.962, -2.179, 0.365], [0.076, 0.230, 0.222], [0.381, 0.692, -0.186], [0.012, 0.703, 0.170], [-2.147, -0.170, -0.380], [0.506, 0.658, -0.321], [0.162, 0.136, 0.276], [0.197, 0.312, -0.199], [1.287, -1.719, -1.177], [-2.767, 2.311, 2.690], [-0.074, -0.149, 0.074], [-0.004, 0.407, -0.646], [0.189, 0.482, -0.016], [0.295, -0.325, 0.280], [0.553, 0.353, 0.595], [-0.153, 0.131, 0.424], [0.282, -0.091, -0.041], [-0.345, -0.106, -0.068], [0.291, 0.042, -0.345], [-0.106, -0.034, 0.773], [-0.430, 0.221, -0.270], [0.166, -0.158, -0.101], [-0.057, 0.007, 0.193], [0.193, -0.106, -0.326], [0.043, -0.027, -0.194], [0.089, -0.097, -0.031], [-0.194, 0.357, -0.050], [0.064, -0.451, -0.694], [0.054, -0.025, -0.058], [-0.089, 0.090, -0.174], [0.133, -0.361, 0.073]],
  "mulliken_charge": [1.30, 0.34, 0.86, -1.02, -0.65, -1.13, 2.01, -1.30, -0.30, -0.07, -1.69, -2.13, 0.15, 2.05, -1.78, 1.96, -1.73, -1.45, -1.67, -1.69, -1.36, 0.39, -1.12, 0.57, 0.46, 0.58, 0.61, 0.68, 0.05, 0.29, 0.53, 0.36, 0.30, 0.54, 0.25, 0.24, 0.54, 0.35, 0.34, 0.35, 0.20, 0.55, 0.23, 0.67, -0.25, 0.41, 0.48, 0.10, 0.65, -0.81, 0.72, 0.56, -0.36, 0.57, 0.55, 0.33, 0.41, -0.33, -0.39, 0.31, 0.36, 0.34, -0.01, 0.33, -1.42, 0.22, -0.36, 0.86, -0.17, -0.07, -1.41, -0.69, 0.20, -1.50, 0.34, 0.41, 0.33, 0.06, 0.30, 0.48, 0.18, 0.38, 0.40, 0.30, 0.10, 0.36, 0.35, 0.36, 0.35]
}



Record order is preserved below.
Largest force on an atom: 6.4; 4.5 eV Å⁻¹
Record order is preserved below.
Molecular weight: 490.7; 715.8 Da